No. 1
8
Properties=species:S:1:pos:R:3:forces:R:3:nbo_charge:R:1 method="wB97M-V/def2-TZVPD" e_tot_ha=-660.11816 e_above_lowest_kj_mol=602.7
C -0.567 -0.265 -0.117 0.608 -2.959 -1.421 -0.101
C 0.070 -1.079 -1.208 0.060 -3.616 -3.023 0.202
H -0.357 1.174 1.818 1.589 0.568 -3.336 0.483
H 1.738 0.416 -0.138 -3.931 0.776 -0.956 0.353
N 0.102 0.893 -0.220 4.948 0.556 3.305 -0.162
N 0.477 -1.836 -2.040 -1.537 3.355 3.561 -0.259
O 0.229 1.571 0.992 -2.457 0.398 2.374 -0.567
S -1.692 -0.874 0.914 0.719 0.922 -0.505 0.051

---

No. 2
12
Properties=species:S:1:pos:R:3:forces:R:3:nbo_charge:R:1 method="wB97M-V/def2-TZVPD" e_tot_ha=-157.01132 e_above_lowest_kj_mol=453.2
C 1.125 -0.819 -0.309 1.094 0.930 -0.809 -0.472
C 1.208 0.764 -0.203 0.825 1.270 0.553 -0.480
C 0.269 -0.043 0.591 -4.298 -0.453 -0.603 -0.169
C -2.100 0.030 -0.027 4.280 0.020 -0.453 -0.546
H 0.934 -1.151 -1.343 -0.473 -0.130 0.961 0.231
H 1.898 -1.378 0.253 -0.226 0.334 -0.836 0.210
H 2.008 1.044 0.515 -0.199 0.415 -1.061 0.206
H 0.940 1.636 -1.010 0.513 -2.836 1.959 0.242
H 0.331 -0.267 1.688 -0.213 0.686 -1.229 0.208
H -2.282 1.055 0.032 -0.322 1.497 0.145 0.180
H -2.250 -0.506 0.847 -0.874 -1.302 1.029 0.194
H -2.082 -0.365 -1.034 -0.107 -0.432 0.344 0.195

---

No. 3
77
Properties=species:S:1:pos:R:3:forces:R:3:mulliken_charge:R:1 method="wB97M-V/def2-TZVPD" e_tot_ha=-5977.45663 e_above_lowest_kj_mol=0.0 total_charge=+1
Ru -0.254 0.381 0.097 -0.621 0.216 -0.153 -0.239
C 0.684 1.940 -1.158 0.080 -0.048 -0.077 -0.640
C -0.480 2.441 -0.487 0.172 0.045 -0.043 -0.619
C -1.597 1.705 -0.962 -0.196 0.126 0.047 -0.724
C -1.129 0.688 -1.823 0.271 -0.070 -0.169 -0.345
C 0.292 0.865 -1.975 0.162 -0.053 -0.048 -0.647
H 1.689 2.315 -1.067 -0.052 0.045 0.080 0.674
H -0.501 3.274 0.197 -0.072 0.028 -0.046 0.516
H -2.622 1.864 -0.676 -0.060 -0.014 0.025 0.862
H -1.727 -0.057 -2.324 -0.060 0.044 0.014 0.507
H 0.949 0.284 -2.603 -0.043 -0.040 -0.007 0.427
C -2.287 -1.328 2.763 0.009 0.007 -0.022 -1.615
C -0.964 -1.963 3.188 -0.055 0.026 -0.022 -1.225
As 0.182 -2.408 1.674 0.117 0.106 -0.146 0.981
C 1.191 -3.924 2.288 0.055 0.008 0.075 0.408
C 1.486 -4.949 1.394 0.031 -0.009 -0.020 -0.329
C 2.197 -6.056 1.829 0.005 -0.003 0.023 -0.746
C 2.603 -6.146 3.154 -0.007 -0.001 -0.014 -0.558
C 2.291 -5.133 4.050 -0.016 0.011 -0.005 -0.872
C 1.582 -4.021 3.619 0.030 -0.036 0.033 -0.307
C -0.983 -3.208 0.379 -0.071 0.018 0.083 0.260
C -0.919 -2.880 -0.966 0.031 0.024 -0.058 -0.516
C -1.785 -3.497 -1.862 0.018 0.005 -0.022 -0.796
C -2.703 -4.433 -1.412 0.008 -0.002 0.036 -0.590
C -2.755 -4.771 -0.064 0.022 0.001 -0.027 -0.747
C -1.891 -4.164 0.832 -0.044 -0.006 -0.057 -0.531
As -1.895 0.372 1.888 0.361 -0.202 0.278 1.891
C -3.662 1.083 1.606 -0.032 -0.071 0.027 -0.070
C -4.093 2.248 2.227 -0.035 0.031 -0.061 -0.539
C -5.382 2.714 1.994 0.013 0.015 0.011 -0.681
C -6.237 2.016 1.155 -0.004 -0.006 -0.002 -0.540
C -5.806 0.850 0.535 0.028 0.005 0.000 -0.708
C -4.518 0.385 0.756 -0.023 0.018 -0.017 -0.157
C -1.209 1.365 3.413 -0.128 -0.004 0.002 0.358
C -0.107 2.196 3.248 0.080 -0.035 -0.021 -0.576
C 0.411 2.899 4.329 0.000 0.004 -0.006 -0.778
C -0.167 2.770 5.583 -0.007 -0.020 -0.019 -0.547
C -1.268 1.940 5.756 0.027 0.019 -0.017 -0.738
C -1.787 1.242 4.675 -0.058 0.043 0.021 -0.146
H -2.957 -1.176 3.610 0.063 -0.041 0.045 0.679
H -2.811 -1.954 2.039 0.002 0.033 0.034 0.712
H -1.119 -2.898 3.730 0.007 0.004 -0.003 0.756
H -0.383 -1.294 3.827 -0.025 -0.020 0.012 0.656
H 1.170 -4.887 0.359 -0.006 0.023 0.013 0.459
H 2.433 -6.849 1.133 -0.001 -0.006 -0.001 0.435
H 3.158 -7.011 3.491 0.002 -0.005 0.000 0.403
H 2.599 -5.207 5.084 -0.001 -0.003 0.001 0.431
H 1.344 -3.239 4.331 -0.006 0.010 -0.019 0.342
H -0.192 -2.155 -1.314 -0.018 0.009 0.035 0.462
H -1.733 -3.251 -2.915 -0.002 -0.003 0.003 0.475
H -3.375 -4.911 -2.112 -0.003 0.003 -0.007 0.434
H -3.462 -5.511 0.286 -0.009 -0.002 -0.004 0.456
H -1.925 -4.445 1.880 0.012 0.016 -0.008 0.425
H -3.433 2.800 2.885 0.008 -0.020 0.008 0.416
H -5.716 3.625 2.472 -0.005 0.001 0.004 0.417
H -7.240 2.381 0.980 -0.006 0.003 -0.002 0.390
H -6.469 0.307 -0.124 -0.008 -0.003 0.002 0.424
H -4.182 -0.518 0.255 0.019 0.002 0.016 0.396
H 0.360 2.283 2.273 -0.038 -0.014 0.008 0.159
H 1.268 3.545 4.188 0.007 0.002 0.011 0.441
H 0.237 3.315 6.425 0.000 0.006 0.004 0.405
H -1.725 1.840 6.731 -0.003 -0.005 0.004 0.423
H -2.657 0.615 4.828 -0.003 -0.004 -0.025 0.385
C 3.346 -2.009 0.558 -0.041 0.004 -0.057 -1.601
C 2.515 -0.873 1.160 -0.194 0.023 -0.172 1.257
C 2.949 0.413 0.471 0.071 0.058 0.012 -1.846
C 2.784 -0.723 2.657 0.084 -0.036 0.080 -1.442
N 1.037 -1.027 0.935 0.133 -0.123 0.280 1.068
H 4.407 -1.761 0.606 -0.006 0.025 0.001 0.485
H 3.080 -2.149 -0.492 -0.002 -0.006 0.005 0.294
H 3.220 -2.952 1.079 -0.073 -0.086 0.066 0.363
H 4.023 0.541 0.606 0.034 0.036 0.002 0.585
H 2.441 1.283 0.895 0.006 -0.065 0.008 0.190
H 2.739 0.372 -0.598 0.064 -0.056 0.050 0.294
H 3.840 -0.512 2.837 0.001 0.017 0.001 0.485
H 2.549 -1.636 3.208 -0.009 0.004 -0.042 0.355
H 2.190 0.096 3.071 0.009 -0.005 -0.037 0.170

---

No. 4
74
Properties=species:S:1:pos:R:3:forces:R:3:lowdin_spin:R:1 method="wB97M-V/def2-TZVPD" s2=0.751 e_tot_ha=-5807.17174 e_above_lowest_kj_mol=66.8 spin_multiplicity=2 total_charge=-2
Yb -0.077 1.075 -0.226 -0.659 0.637 -0.492 1.005
C -3.019 -0.842 -3.828 -0.284 0.148 0.160 0.000
O -3.577 -1.359 -2.614 -0.671 0.865 -1.195 0.000
C -2.709 -2.190 -2.006 0.458 -0.685 0.474 0.000
C -3.056 -3.508 -1.841 0.172 -0.399 0.214 0.000
C -2.187 -4.414 -1.198 0.106 0.426 -0.069 0.000
C -0.963 -3.930 -0.764 -0.169 -0.015 0.002 0.000
C -0.599 -2.582 -0.920 0.573 -0.186 0.262 0.000
C 0.738 -2.174 -0.462 -1.295 -1.010 -0.356 0.000
N 1.169 -0.994 -0.496 0.508 0.989 0.375 -0.001
N 2.456 -0.825 0.020 -0.256 -0.165 -0.241 0.000
C 2.789 0.427 -0.113 0.313 0.796 -0.338 0.000
O 2.129 1.346 -0.744 0.742 -0.712 0.933 -0.001
C 4.063 0.804 0.610 -0.150 0.130 -0.283 0.000
C 4.329 2.150 0.843 0.225 0.102 0.129 0.000
C 5.467 2.529 1.561 -0.147 -0.294 -0.120 0.000
C 6.352 1.562 2.037 -0.287 -0.071 -0.198 0.000
C 6.089 0.213 1.795 -0.209 0.099 -0.067 0.000
C 4.945 -0.162 1.092 0.167 -0.087 0.089 0.000
C -1.478 -1.646 -1.532 0.335 -0.640 0.202 0.000
O -1.205 -0.415 -1.689 0.292 0.840 0.163 -0.001
H -3.034 -1.597 -4.618 -0.058 -0.186 -0.025 0.000
H -2.003 -0.500 -3.662 0.086 0.041 -0.015 0.000
H -3.623 0.010 -4.137 -0.124 0.036 0.028 0.000
H -4.025 -3.825 -2.219 0.084 0.017 0.046 0.000
H -2.465 -5.454 -1.062 0.017 0.078 -0.004 0.000
H -0.254 -4.597 -0.274 -0.087 0.082 -0.062 0.000
H 1.393 -2.931 -0.064 0.275 -0.519 0.120 0.000
H 3.617 2.880 0.468 0.089 -0.086 0.053 0.000
H 5.657 3.579 1.750 -0.004 -0.002 0.007 0.000
H 7.233 1.855 2.594 0.028 0.014 0.019 0.000
H 6.765 -0.551 2.172 -0.061 0.080 -0.041 0.000
H 4.701 -1.209 0.923 0.067 0.206 0.046 0.000
C -4.396 2.047 -1.294 -0.617 0.140 -0.285 0.000
C -3.352 1.409 -0.428 -0.074 -0.411 0.105 0.000
O -2.200 1.904 -0.560 0.614 0.182 0.195 0.000
C -3.702 0.338 0.381 0.197 -0.047 0.126 0.000
C -2.780 -0.367 1.222 -0.285 0.191 -0.357 0.000
C -3.318 -1.472 2.082 -0.228 -0.155 0.156 0.000
N -1.517 -0.070 1.253 0.104 -0.289 0.185 -0.001
N -0.771 -0.820 2.173 -0.293 -0.035 0.014 0.000
C 0.376 -0.262 2.365 0.991 0.593 0.231 0.000
O 0.790 0.866 1.837 -0.306 -1.087 0.377 -0.001
C 1.325 -1.008 3.283 -0.106 0.424 -0.185 0.000
C 1.047 -2.287 3.769 0.101 -0.161 0.097 0.000
C 1.960 -2.939 4.598 -0.058 0.315 -0.178 0.000
C 3.162 -2.323 4.959 -0.259 0.057 -0.157 0.000
C 3.440 -1.049 4.478 -0.251 0.117 -0.250 0.000
C 2.524 -0.400 3.641 0.344 -0.024 0.186 0.000
H -4.180 3.117 -1.394 -0.055 -0.158 0.044 0.000
H -5.410 1.902 -0.899 0.157 0.028 -0.148 0.000
H -4.340 1.594 -2.296 -0.018 0.093 0.194 0.000
H -4.733 0.000 0.363 0.144 0.034 0.027 0.000
H -4.337 -1.707 1.771 0.008 -0.033 0.074 0.000
H -3.317 -1.179 3.137 0.001 0.007 -0.070 0.000
H -2.690 -2.361 2.010 -0.023 0.069 -0.080 0.000
H 0.112 -2.756 3.468 0.198 0.073 0.091 0.000
H 1.736 -3.935 4.958 -0.019 -0.082 0.029 0.000
H 3.874 -2.835 5.599 -0.051 0.000 -0.028 0.000
H 4.379 -0.562 4.730 -0.114 -0.030 -0.037 0.000
H 2.736 0.586 3.235 -0.032 -0.164 0.070 0.000
Br 0.889 0.433 -4.332 -0.173 0.047 0.508 0.000
C -0.267 1.826 -3.701 0.286 0.792 0.898 0.000
C -1.152 2.324 -4.629 -0.879 1.095 0.164 0.000
C -1.900 3.489 -4.278 0.677 -1.265 -0.919 0.000
C -1.659 4.112 -3.089 0.096 0.072 0.506 0.000
C -0.768 3.521 -2.195 0.940 -2.301 -1.433 0.000
N -0.083 2.345 -2.471 -1.355 1.163 -1.195 0.000
C -0.444 4.157 -0.906 0.029 2.312 2.179 0.000
O -0.711 5.409 -0.872 0.646 -2.334 0.172 0.000
O 0.064 3.428 0.014 -0.561 0.504 -1.204 0.000
H -1.239 1.846 -5.596 -0.097 0.095 0.088 0.000
H -2.613 3.912 -4.979 0.049 -0.133 -0.025 0.000
H -2.151 5.037 -2.799 0.193 -0.225 0.017 0.000